Computed, not measured: CHCl4Mg as an isolated structure in a non-equilibrium geometry, with wB97M-V/def2-TZVPD.

```
7
CHCl4Mg, DFT wB97M-V/def2-TZVPD
Mg 0.72 -2.08 -2.57
Cl 0.68 -0.62 -1.68
C -0.23 0.55 0.70
Cl -0.40 -1.13 1.38
Cl 0.97 1.47 1.61
Cl -1.82 1.35 0.90
H 0.08 0.45 -0.34
```

ΔE to the lowest compared entry with this formula, charge and spin in kJ/mol: 282.8
Total charge: +1
Kohn-Sham gap in eV: 5.977